Molecular formula: C7H10OS
Method: DFT, ωB97M-V/def2-TZVPD

ORCA input file:
```
! RIJCOSX wB97M-V def2-TZVPD def2/J DEFGRID3
* xyz 0 1
C 1.12 -1.32 0.48
C 0.54 -1.53 -0.69
C 1.28 0.81 -0.61
C -0.23 0.42 1.29
C 1.20 0.07 0.72
C 0.30 -0.12 -1.30
C -1.10 0.38 0.06
O -1.66 1.61 -0.40
S -2.28 -0.99 0.08
H 1.37 -2.03 1.22
H 0.34 -2.42 -1.09
H 0.80 1.92 -0.60
H 2.21 0.78 -1.08
H -0.58 -0.43 1.89
H -0.30 1.41 1.84
H 1.97 0.45 1.50
H 0.00 -0.14 -2.30
H -1.38 1.77 -1.29
H -3.60 -0.67 0.26
*
```

Largest force on an atom   5.662 eV/A
Total energy   -746.0246 Ha
Molar mass   142.223 g/mol
Energy relative to the best compared isomer or geometry (same formula, charge and spin)   292.9 kJ/mol